Computed, not measured: 12 unconnected molecules or ions with the total composition C75H177N18O12P3 at a distorted geometry, with ωB97M-V/def2-TZVPD.

The geometry in ORCA input format:
```
! wB97M-V def2-TZVPD RIJCOSX def2/J DEFGRID3
* xyz 0 1
C -4.15 10.93 -14.54
N -2.94 10.96 -13.72
C -2.91 10.06 -12.57
P -1.67 12.06 -14.00
O -1.61 12.55 -15.38
N -1.92 13.28 -12.85
C -1.55 13.03 -11.45
C -3.20 13.99 -12.93
N -0.31 11.24 -13.42
C 0.85 12.00 -13.01
C -0.02 9.92 -13.95
H -4.33 11.97 -14.83
H -5.02 10.72 -13.92
H -4.13 10.28 -15.41
H -1.93 10.08 -12.11
H -3.20 9.06 -12.91
H -3.62 10.40 -11.81
H -1.42 11.98 -11.17
H -0.66 13.61 -11.20
H -2.38 13.31 -10.80
H -4.08 13.34 -12.82
H -3.18 14.77 -12.17
H -3.33 14.51 -13.88
H 1.72 11.92 -13.67
H 0.59 13.06 -13.03
H 1.12 11.92 -11.95
H 0.53 10.07 -14.89
H -0.89 9.29 -14.10
H 0.64 9.31 -13.33
C 3.93 6.09 -14.58
N 5.35 6.45 -14.47
C 6.24 5.31 -14.74
P 6.00 7.99 -14.34
O 6.99 8.36 -15.35
N 4.68 9.03 -14.16
C 4.61 10.12 -15.16
C 3.49 8.87 -13.35
N 6.62 8.00 -12.74
C 7.73 8.85 -12.40
C 5.91 7.39 -11.63
H 3.32 6.42 -13.73
H 3.83 5.03 -14.74
H 3.51 6.71 -15.38
H 6.64 5.54 -15.73
H 5.68 4.38 -14.74
H 7.07 5.31 -14.04
H 5.62 10.51 -15.30
H 4.15 9.83 -16.10
H 4.10 10.97 -14.71
H 3.26 9.83 -12.90
H 2.66 8.51 -13.96
H 3.67 8.19 -12.52
H 8.45 8.75 -13.21
H 7.34 9.88 -12.39
H 8.24 8.53 -11.49
H 5.28 8.13 -11.11
H 6.61 6.87 -10.97
H 5.10 6.77 -12.02
C 9.41 3.81 -20.42
N 9.73 4.69 -19.29
C 10.30 4.02 -18.11
P 10.23 6.27 -19.63
O 11.40 6.29 -20.55
N 8.90 7.03 -20.27
C 9.08 8.03 -21.32
C 7.55 6.71 -19.87
N 10.55 7.08 -18.18
C 9.47 7.59 -17.35
C 11.89 7.41 -17.77
H 10.31 3.53 -20.97
H 8.71 4.33 -21.07
H 9.00 2.87 -20.06
H 11.37 3.82 -18.25
H 9.80 3.06 -17.98
H 10.24 4.62 -17.21
H 8.13 8.30 -21.77
H 9.50 8.92 -20.83
H 9.77 7.62 -22.05
H 7.43 5.84 -19.22
H 7.04 7.53 -19.35
H 6.99 6.43 -20.77
H 8.73 6.85 -17.05
H 9.85 7.90 -16.38
H 8.97 8.44 -17.83
H 11.99 8.50 -17.72
H 12.62 7.06 -18.50
H 12.20 7.01 -16.80
C 10.50 6.56 -14.10
C 10.71 5.35 -13.18
C 9.32 4.72 -12.90
C 11.54 4.26 -13.82
C 13.03 4.58 -13.89
C 13.59 4.85 -12.48
C 12.74 5.91 -11.72
C 13.13 5.64 -10.30
C 13.14 7.32 -12.15
N 11.27 5.71 -11.86
O 10.51 6.65 -11.15
H 10.00 7.36 -13.55
H 11.37 6.96 -14.62
H 9.71 6.35 -14.84
H 9.08 4.19 -13.82
H 9.44 3.90 -12.19
H 8.54 5.42 -12.66
H 11.39 3.31 -13.29
H 11.17 4.04 -14.82
H 13.58 3.79 -14.41
H 13.18 5.50 -14.46
H 14.63 5.14 -12.62
H 13.53 3.89 -11.97
H 12.73 4.73 -9.83
H 12.71 6.39 -9.61
H 14.19 5.54 -10.04
H 12.59 8.05 -11.56
H 12.87 7.45 -13.20
H 14.21 7.45 -12.02
H 9.67 6.20 -10.92
C -2.25 6.41 -9.53
C -1.12 5.40 -9.82
C -1.41 4.15 -8.94
C -1.17 4.91 -11.29
C -0.48 5.82 -12.30
C 0.92 6.09 -11.85
C 1.00 6.66 -10.45
C 2.45 6.66 -9.96
C 0.41 8.08 -10.47
N 0.23 5.86 -9.47
O 0.31 6.36 -8.16
H -1.99 6.98 -8.64
H -2.35 7.14 -10.34
H -3.26 6.03 -9.38
H -1.23 4.34 -7.89
H -2.41 3.73 -9.08
H -0.68 3.38 -9.22
H -0.73 3.91 -11.38
H -2.22 4.73 -11.52
H -0.46 5.32 -13.28
H -1.08 6.70 -12.57
H 1.42 6.85 -12.47
H 1.51 5.18 -12.02
H 2.61 7.40 -9.18
H 3.17 6.90 -10.75
H 2.81 5.72 -9.54
H 0.45 8.69 -9.57
H -0.61 8.14 -10.87
H 0.98 8.69 -11.19
H 0.86 5.71 -7.71
C 1.50 3.49 -15.62
C 1.55 2.03 -15.15
C 2.94 1.74 -14.57
C 0.53 1.91 -14.02
C -0.93 1.86 -14.44
C -1.10 0.76 -15.45
C -0.14 0.77 -16.64
C -0.16 -0.65 -17.23
C -0.58 1.82 -17.69
N 1.22 1.00 -16.15
O 2.26 0.85 -17.09
H 1.88 4.14 -14.83
H 2.08 3.64 -16.54
H 0.45 3.73 -15.81
H 3.16 2.28 -13.64
H 2.96 0.67 -14.33
H 3.77 1.92 -15.25
H 0.73 1.02 -13.40
H 0.77 2.65 -13.24
H -1.48 1.73 -13.51
H -1.14 2.85 -14.87
H -2.14 0.75 -15.78
H -0.98 -0.18 -14.91
H 0.59 -0.67 -18.02
H -1.16 -0.88 -17.57
H 0.16 -1.34 -16.45
H 0.02 1.72 -18.60
H -0.34 2.84 -17.41
H -1.66 1.80 -17.87
H 2.19 1.66 -17.63
C 12.60 14.13 -15.86
C 11.26 13.65 -15.27
C 10.44 14.89 -14.87
C 10.61 13.00 -16.52
C 9.43 12.09 -16.22
C 9.78 11.10 -15.11
C 10.40 11.69 -13.84
C 9.27 12.26 -12.92
C 11.10 10.57 -13.03
N 11.45 12.65 -14.21
O 12.32 13.14 -13.22
H 13.17 13.31 -16.32
H 12.51 14.93 -16.59
H 13.33 14.39 -15.09
H 10.95 15.45 -14.09
H 10.27 15.50 -15.76
H 9.48 14.49 -14.57
H 10.23 13.70 -17.27
H 11.36 12.50 -17.13
H 8.60 12.71 -15.84
H 9.11 11.55 -17.11
H 10.53 10.48 -15.62
H 8.91 10.50 -14.86
H 8.46 12.61 -13.58
H 9.65 12.96 -12.19
H 8.74 11.47 -12.38
H 11.68 9.88 -13.66
H 10.35 9.99 -12.50
H 11.91 10.94 -12.40
H 13.10 12.59 -13.32
C 8.52 9.91 -9.20
C 9.77 10.23 -8.35
C 10.85 9.18 -8.53
C 10.40 11.56 -8.80
C 9.60 12.83 -8.57
C 9.53 12.91 -7.04
C 8.89 11.65 -6.36
C 9.25 11.80 -4.88
C 7.38 11.84 -6.55
N 9.43 10.42 -6.92
O 8.87 9.26 -6.35
H 8.40 8.88 -9.54
H 7.65 10.28 -8.65
H 8.41 10.56 -10.08
H 10.50 8.16 -8.36
H 11.23 9.27 -9.55
H 11.68 9.39 -7.86
H 11.39 11.62 -8.34
H 10.62 11.50 -9.87
H 10.16 13.66 -9.01
H 8.64 12.77 -9.09
H 8.99 13.82 -6.77
H 10.55 13.08 -6.67
H 9.14 12.80 -4.45
H 10.34 11.64 -4.86
H 8.74 11.04 -4.29
H 7.00 12.72 -6.02
H 6.91 10.97 -6.07
H 6.99 11.77 -7.57
H 8.01 9.12 -6.77
C 10.41 5.36 -8.08
N 9.04 5.72 -7.81
C 8.66 5.93 -6.42
C 8.06 5.74 -8.74
O 8.21 5.51 -9.93
H 10.56 5.11 -9.12
H 10.68 4.49 -7.47
H 11.03 6.19 -7.74
H 9.28 6.77 -6.08
H 7.61 6.18 -6.30
H 8.94 5.12 -5.74
H 7.14 6.17 -8.31
C 4.42 5.87 -18.15
N 4.00 4.53 -18.51
C 4.81 3.41 -18.10
C 2.81 4.30 -19.12
O 2.35 3.19 -19.30
H 5.40 6.11 -18.55
H 4.42 5.98 -17.07
H 3.65 6.56 -18.50
H 4.47 2.44 -18.46
H 5.81 3.51 -18.55
H 4.98 3.27 -17.03
H 2.36 5.22 -19.51
C 8.72 1.76 -14.69
N 8.18 1.13 -13.49
C 9.00 0.06 -12.94
C 6.93 1.40 -13.06
O 6.20 2.24 -13.54
H 9.80 1.76 -14.65
H 8.26 2.74 -14.83
H 8.46 1.12 -15.54
H 8.91 -0.81 -13.59
H 10.05 0.33 -12.89
H 8.62 -0.09 -11.93
H 6.63 0.72 -12.25
C 5.40 13.28 -9.73
N 4.61 12.29 -10.50
C 4.05 12.66 -11.77
C 4.34 11.12 -9.88
O 3.70 10.20 -10.37
H 4.89 13.52 -8.81
H 5.62 14.09 -10.42
H 6.32 12.76 -9.43
H 4.88 12.99 -12.41
H 3.64 11.79 -12.28
H 3.32 13.46 -11.70
H 4.69 11.09 -8.84
*
```

Kohn-Sham gap (eV): 8.009
Electronic energy (eV): -159901.077
LUMO level (hartree): 0.0086
SMILES string: CN(C)P(=O)(N(C)C)N(C)C.CN(C)P(=O)(N(C)C)N(C)C.CN(C)P(=O)(N(C)C)N(C)C.CC1(C)CCCC(C)(C)N1O.CC1(C)CCCC(C)(C)N1O.CC1(C)CCCC(C)(C)N1O.CC1(C)CCCC(C)(C)N1O.CC1(C)CCCC(C)(C)N1O.CN(C)C=O.CN(C)C=O.CN(C)C=O.CN(C)C=O

Results of the Löwdin charge analysis, in e, for atoms 1 through 2: number 1, C, carries -0.115; number 2, N, carries -0.306